# C7H16InO3

A structure of composition C7H16InO3 at a distorted geometry (ωB97M-V/def2-TZVPD, the OMol25 dataset).

- energy relative to the best compared isomer or geometry (same formula, charge and spin) (kcal per mole) = 79.6
- multiplicity = 1
- orbital gap (eV) = 7.575
- net charge = -1

Each line ends with the Mulliken charge.
Element x y z (Å)
C  -2.8415  0.2698  0.5184  -0.779
C  -3.1065  -0.6921  -0.8195  -0.385
C  -2.0059  -0.4473  -2.0093  -0.504
C  -0.6884  -1.4204  -1.9523  -0.149
O  -0.6680  -2.3824  -0.8388  -0.740
In  1.2690  -2.0783  0.0140  0.787
C  1.1060  -0.0630  1.1120  -0.502
O  1.9723  0.8772  0.3648  -0.309
C  3.1159  1.2997  1.2401  0.567
C  3.1328  2.9154  1.6299  -0.764
O  4.0619  0.4248  1.6573  -0.544
H  -2.1184  -0.3625  1.2083  0.124
H  -3.8550  0.4514  1.1065  0.289
H  -2.3862  1.3278  0.2264  0.233
H  -3.1756  -1.7896  -0.4196  0.233
H  -4.1672  -0.4080  -1.2521  0.298
H  -2.5497  -0.6344  -3.0469  0.257
H  -1.6604  0.6872  -2.0381  0.224
H  -0.5880  -2.0033  -2.9621  0.183
H  0.2631  -0.7110  -1.8560  0.091
H  2.3920  -1.9093  -1.4188  -0.318
H  1.7965  -3.4295  1.0706  -0.351
H  -0.0020  0.3592  1.0396  -0.060
H  1.3654  -0.1634  2.2486  0.366
H  2.4140  3.4902  0.8896  0.256
H  2.7102  3.0168  2.7245  0.218
H  4.2136  3.3748  1.5629  0.277